DFT (the ωB97M-V functional and the def2-TZVPD basis) results for a 2-piece molecular cluster, C3H13N3O overall.

Geometry as XYZ:
```
20
Properties=species:S:1:pos:R:3
N 0.686 -2.569 -0.968
C 1.075 -1.146 -0.808
C 1.235 -0.595 0.623
N 0.122 0.217 1.093
C 0.236 1.654 1.332
N -0.710 2.374 0.431
H -0.223 -2.640 -1.409
H 0.583 -3.047 -0.077
H 0.339 -0.479 -1.242
H 2.014 -1.149 -1.362
H 1.261 -1.471 1.302
H 2.135 0.011 0.693
H -0.506 -0.183 1.768
H 1.214 2.041 1.019
H -0.086 1.833 2.372
H -0.640 2.115 -0.541
H -1.632 2.134 0.775
O -2.647 0.534 -1.729
H -2.497 -0.287 -2.205
H -1.957 0.653 -1.068
```

## Properties
**Electronic energy**: -361.5610 a.u.
**Total charge**: 0
**Multiplicity**: 1
**SMILES**: NCCNCN.O
**Kohn-Sham gap**: 9.47 eV
**ΔE to the lowest compared entry with this formula, charge and spin**: 1.728 eV

These are the Mulliken partial charges, in e, on atoms 1 to 4:
1. N -0.593
2. C -0.240
3. C -0.537
4. N -0.152

---

DFT (the ωB97M-V functional and the def2-TZVPD basis) results for a 2-piece molecular cluster, C9H9N3O2 overall.

Geometry as XYZ:
```
23
Properties=species:S:1:pos:R:3
O -0.031 -0.705 -0.905
C 1.138 -0.530 -0.629
C 2.009 -1.501 -0.395
C 3.348 -1.237 -0.169
N 3.831 0.063 0.096
C 2.893 1.115 0.138
O 3.061 2.258 0.475
N 1.653 0.836 -0.496
H 1.712 -2.512 -0.445
H 4.207 -1.994 -0.283
H 4.715 0.378 0.808
H 1.141 1.672 -0.786
C -2.865 -0.730 0.970
C -1.644 -0.069 0.899
C -1.487 0.990 0.049
N -2.448 1.420 -0.807
C -3.622 0.782 -0.713
C -3.892 -0.291 0.147
H -3.057 -1.602 1.589
H -0.841 -0.347 1.611
H -0.565 1.571 0.023
H -4.388 1.208 -1.339
H -4.869 -0.774 0.163
```

## Properties
**Electronic energy**: -663.0651 a.u.
**Total charge**: 0
**Multiplicity**: 1
**SMILES**: O=c1cc[nH]c(=O)[nH]1.c1ccncc1
**Kohn-Sham gap**: 8.48 eV
**ΔE to the lowest compared entry with this formula, charge and spin**: 2.834 eV

These are the Mulliken partial charges, in e, on atoms 1 to 4:
1. O -0.553
2. C 0.613
3. C -0.621
4. C -0.221

---

DFT (the ωB97M-V functional and the def2-TZVPD basis) results for C18H32LiO3SSi as an isolated structure.

Geometry as XYZ:
```
56
Properties=species:S:1:pos:R:3
Li -0.536 -0.363 0.396
C -1.189 1.279 7.059
C -1.552 1.420 5.576
C -3.026 1.808 5.457
C -0.682 2.489 4.914
O -1.437 0.158 4.916
Si -0.117 -0.629 4.296
S 0.448 -0.013 2.427
O 1.098 -0.367 5.398
C 2.293 -1.096 5.674
C 1.997 -2.049 6.837
C 3.333 -0.062 6.103
C 2.835 -1.891 4.483
O -0.485 -2.239 4.396
C -1.706 -2.944 4.587
C -2.759 -2.471 3.584
C -2.216 -2.770 6.023
C -1.371 -4.415 4.346
H -1.338 2.226 7.583
H -0.149 0.974 7.149
H -1.820 0.515 7.520
H -3.212 2.760 5.958
H -3.648 1.037 5.916
H -3.303 1.895 4.405
H -0.842 3.460 5.388
H -0.920 2.555 3.853
H 0.371 2.215 5.001
H 1.600 -1.485 7.683
H 2.903 -2.574 7.150
H 1.252 -2.779 6.518
H 2.940 0.541 6.924
H 3.558 0.599 5.264
H 4.252 -0.554 6.429
H 2.102 -2.631 4.164
H 3.762 -2.397 4.763
H 3.020 -1.224 3.644
H -2.975 -1.416 3.758
H -3.679 -3.049 3.683
H -2.377 -2.574 2.567
H -2.447 -1.721 6.197
H -1.442 -3.081 6.728
H -3.113 -3.371 6.190
H -0.973 -4.542 3.338
H -2.258 -5.040 4.465
H -0.609 -4.738 5.059
C -3.952 -2.243 -2.241
C -3.504 -1.050 -2.792
C -2.394 -0.403 -2.259
C -1.661 -0.884 -1.159
C -2.154 -2.106 -0.651
C -3.262 -2.775 -1.162
H -4.826 -2.745 -2.641
H -4.034 -0.622 -3.639
H -2.086 0.527 -2.735
H -1.643 -2.571 0.195
H -3.597 -3.708 -0.717
```

## Properties
**Electronic energy**: -1626.2742 a.u.
**Total charge**: -1
**Multiplicity**: 1
**Kohn-Sham gap**: 7.31 eV
**ΔE to the lowest compared entry with this formula, charge and spin**: 0.000 eV

These are the Mulliken partial charges, in e, on atoms 1 to 4:
1. Li 0.985
2. C -1.453
3. C 1.694
4. C -1.813

---

DFT (the ωB97M-V functional and the def2-TZVPD basis) results for C21H12Cl5IrN4OS2 as an isolated structure.

Geometry as XYZ:
```
46
Properties=species:S:1:pos:R:3
Ir 0.178 0.178 -0.602
N 0.990 -3.197 2.360
C 0.620 -2.030 1.775
S -0.126 -3.923 -0.425
N 1.136 -0.933 2.158
N 0.933 0.227 1.485
C 1.597 1.222 1.981
C 1.626 2.566 1.523
C 2.478 3.472 2.184
C 2.569 4.792 1.814
C 1.776 5.269 0.766
C 0.950 4.411 0.079
C 0.859 3.038 0.407
O 0.083 2.287 -0.292
H 0.479 -4.023 2.084
H 1.402 -3.152 3.276
H 2.203 0.984 2.855
H 3.087 3.102 3.002
H 3.248 5.459 2.330
H 1.826 6.312 0.479
H 0.344 4.761 -0.747
Cl -2.820 1.205 0.529
C -2.705 1.046 -1.190
C -1.647 0.297 -1.704
C -1.651 0.133 -3.095
Cl -0.418 -0.849 -3.821
C -2.595 0.724 -3.929
Cl -2.543 0.494 -5.638
C -3.592 1.519 -3.372
Cl -4.740 2.308 -4.387
C -3.657 1.669 -1.990
Cl -4.913 2.624 -1.296
N 1.836 -0.771 -1.405
C 2.437 -1.649 -1.843
C 3.242 -2.672 -2.384
C 3.235 -3.957 -1.825
C 4.066 -4.930 -2.345
C 4.908 -4.648 -3.414
C 4.900 -3.379 -3.981
C 4.075 -2.394 -3.479
H 2.560 -4.168 -1.005
H 4.064 -5.923 -1.915
H 5.559 -5.415 -3.811
H 5.545 -3.165 -4.824
H 4.057 -1.402 -3.912
S -0.640 -2.212 0.476
```

## Properties
**Electronic energy**: -4303.3987 a.u.
**Total charge**: -1
**Multiplicity**: 2
**Kohn-Sham gap (alpha / beta)**: 6.29 / 6.69 eV
**ΔE to the lowest compared entry with this formula, charge and spin**: 2.378 eV

These are the Mulliken partial charges, in e, on atoms 1 to 4:
1. Ir 0.866
2. N -0.405
3. C 0.573
4. S -0.552